Formula: C7H17N2O
Source: OMol25
Level of theory: ωB97M-V/def2-TZVPD

Values from the calculation:
electronic energy	-12554.31452	eV
ΔE to the lowest compared entry with this formula, charge and spin	244.9	kJ/mol
net charge	+1
Kohn-Sham gap	10.49	eV
strongest force on any atom	0.1114	hartree/bohr
SMILES string	CNCCCO/C(C)=[NH+]/C
highest occupied orbital energy	-0.4817	Eh

XYZ file:
```
27
Properties=species:S:1:pos:R:3:forces:R:3:mulliken_charge:R:1
C 0.013924 -2.216152 0.549847 4.153 -0.323 -3.929 -0.99
N 0.721361 -0.880065 0.609362 0.161 -1.482 0.381 -0.16
C 1.793551 -0.663304 -0.373748 -0.543 -0.740 -0.922 -0.83
C 2.346000 0.820839 -0.259957 -0.778 -2.534 0.630 -0.44
C 1.283753 1.905544 -0.400170 1.114 1.557 1.373 -0.53
O 0.151723 1.779315 0.566346 2.966 1.297 -0.233 -0.32
C -0.844775 1.069201 0.328466 -2.581 -1.885 0.260 1.18
C -1.629397 0.673175 1.540132 -0.922 -1.566 0.006 -1.27
N -1.262415 0.731006 -0.859037 1.280 1.347 -0.070 -0.05
C -2.293599 -0.163819 -1.186531 1.615 -1.837 -0.791 -1.07
H -0.397259 -2.338939 -0.478366 0.225 0.274 0.432 0.32
H 0.793572 -3.107728 0.555636 -1.856 1.524 0.889 0.31
H -0.818945 -2.183811 1.145245 -1.503 -0.657 2.102 0.40
H 1.180711 -0.886721 1.508315 -0.022 0.278 0.463 0.20
H 1.300826 -0.903859 -1.360603 0.478 0.835 0.485 0.34
H 2.607822 -1.461857 -0.380208 -0.592 1.131 0.516 0.40
H 2.825580 0.936751 0.757623 -0.185 -0.154 -1.301 0.29
H 3.060951 0.835524 -1.095182 0.038 0.816 0.504 0.35
H 1.826196 2.818048 0.075934 -1.390 -1.019 -1.711 0.24
H 0.868104 2.003094 -1.414553 0.443 0.462 0.441 0.40
H -2.735014 0.942618 1.471595 1.510 -0.364 0.084 0.41
H -1.146307 1.202027 2.362225 -0.321 -0.352 0.173 0.32
H -1.509330 -0.509807 1.646303 -0.426 2.867 0.001 0.22
H -0.661236 0.847153 -1.637196 0.802 0.662 -0.491 0.16
H -1.746648 -1.067249 -1.548878 -1.124 0.536 -0.508 0.32
H -2.718543 -0.465332 -0.315565 -1.712 -0.925 2.406 0.50
H -3.010601 0.284340 -1.807042 -0.830 0.250 -1.192 0.32
```
Forces are in eV/Å.